Computed, not measured: one molecule with the formula C2H5NS2 at a distorted geometry, with the ωB97M-V functional and the def2-TZVPD basis.

ORCA input file:
```
! RIJCOSX wB97M-V def2-TZVPD def2/J DEFGRID3
* xyz 0 1
C 1.965 -0.571 0.676
N 1.156 0.008 -0.058
S 0.156 1.406 0.198
C -1.304 0.874 -0.652
S -2.160 -0.501 0.366
H 2.297 -1.497 0.397
H 2.558 -0.050 1.500
H -2.093 1.647 -0.626
H -1.144 0.368 -1.731
H -1.431 -1.684 -0.069
*
```

Properties
Orbital gap: 9.3809 eV
Energy above the lowest of the compared OMol25 structures with the same formula, charge and spin: 2.4613 eV
Calculated total energy: -930.2490 hartree
E_HOMO: -8.7 eV